1.
A cluster of 2 separate species, C3H11N2O3 in total. Source: the Open Molecules 2025 dataset; level of theory: ωB97M-V/def2-TZVPD.

The geometry in XYZ format:
```
19
Properties=species:S:1:pos:R:3:mulliken_charge:R:1
C -1.063 1.773 0.682 -0.80
C 2.918 -0.600 0.192 -0.64
C -2.065 -0.431 0.125 0.73
N 1.032 -0.510 -1.310 -0.54
N -2.072 0.933 0.141 -0.08
O -3.161 -1.063 -0.146 -0.41
O -1.056 -1.147 0.456 -0.33
O 1.471 -0.468 0.035 -0.45
H -1.489 2.679 1.145 0.33
H -0.353 1.283 1.335 0.33
H -0.350 2.199 -0.122 0.28
H 2.906 -0.872 1.238 0.28
H 3.388 0.395 0.105 0.27
H 3.368 -1.451 -0.486 0.29
H 1.252 -1.528 -1.685 0.30
H -2.869 1.417 -0.205 0.26
H 1.651 0.095 -1.918 0.30
H -3.281 -1.973 0.006 0.38
H -0.226 -0.733 0.411 0.49
```

HOMO energy: -14.091 eV
Orbital gap: 11.216 eV
Relative energy (zero: lowest compared OMol25 entry of this formula, charge and spin): 87.3 kcal per mole
Charge: +1



2.
The molecule C3H3NO3. Source: the Open Molecules 2025 dataset; level of theory: ωB97M-V/def2-TZVPD.

The geometry in XYZ format:
```
10
Properties=species:S:1:pos:R:3:mulliken_charge:R:1
N -0.601 1.268 -0.720 -0.70
C -0.529 0.079 -0.287 0.98
O 0.548 -0.797 -0.191 -0.25
C 1.792 -0.316 0.047 0.16
O 2.107 0.831 0.186 -0.47
C -1.691 -0.446 0.811 -0.41
O -1.720 -0.756 -0.450 -0.22
H 0.313 1.708 -0.754 0.31
H 2.478 -1.174 0.088 0.35
H -2.698 -0.397 1.269 0.26
```

HOMO energy (spin up / spin down): -9.040 / -9.040 eV
Orbital gap (spin up / spin down): 8.486 / 8.485 eV
Relative energy (zero: lowest compared OMol25 entry of this formula, charge and spin): 122.9 kcal per mole
Charge: 0



Q: What is the charge in the first record?
A: +1